This record from the Open Molecules 2025 dataset describes a gas-phase ion, C11H14N3O2 (charge +1). The level of theory is ωB97M-V/def2-TZVPD.

Results
HOMO energy   -13.39 eV
Kohn-Sham gap   8.97 eV
LUMO   -4.43 eV
Total charge   +1

Geometry as XYZ:
```
30
Properties=species:S:1:pos:R:3:nbo_charge:R:1
C -4.29 -1.22 2.04 -0.13
C -3.72 -1.39 1.00 -0.09
C -2.85 -1.52 -0.21 -0.28
N -1.57 -0.77 -0.08 -0.24
C -0.77 -1.13 0.94 0.06
C 0.45 -0.50 1.12 -0.04
C 1.43 -0.82 2.26 -0.12
O 1.94 0.45 2.71 -0.41
N 1.72 0.61 4.08 0.37
O 2.39 1.45 4.51 -0.21
C 0.81 0.53 0.22 -0.10
C -0.06 0.87 -0.83 0.15
N 0.37 1.90 -1.74 -0.59
C 1.11 1.20 -2.85 -0.22
C 2.63 1.04 -2.57 -0.63
C -1.28 0.20 -0.95 0.04
H -4.60 -1.04 3.06 0.27
H -3.38 -1.29 -1.15 0.26
H -2.56 -2.59 -0.28 0.25
H -1.10 -1.93 1.60 0.25
H 0.99 -1.39 3.08 0.23
H 2.31 -1.33 1.82 0.22
H 1.77 1.03 0.35 0.27
H -0.50 2.27 -2.12 0.37
H 1.00 1.80 -3.77 0.23
H 0.68 0.18 -2.94 0.17
H 3.00 0.16 -3.12 0.23
H 2.88 0.88 -1.52 0.20
H 3.22 1.90 -2.93 0.23
H -1.99 0.46 -1.74 0.25
```